The following is a quantum chemistry calculation of a structure of composition C24H22BrN5O2S2SeW in a non-equilibrium geometry, from the Open Molecules 2025 dataset.

Properties
M: 819.311 g/mol
expectation value of S²: 2.021
calculated total energy: -195660.736 eV
spin multiplicity: 3
net charge: +2
E_LUMO (spin up / spin down): -7.756 / -8.980 eV
orbital gap (spin up / spin down): 6.44 / 5.22 eV

```
58
C24H22BrN5O2S2SeW, DFT ωB97M-V/def2-TZVPD
W 0.66627 -1.55091 0.17314
Se 2.56051 -2.60617 -0.88410
C 4.05530 -1.38184 -0.80732
C 4.99570 -1.40762 -1.82144
C 6.08657 -0.54966 -1.70430
N 6.24627 0.26064 -0.67013
C 5.35494 0.26256 0.30833
C 4.23206 -0.55869 0.29734
H 4.89803 -2.07262 -2.66939
H 6.85535 -0.52306 -2.46693
H 5.55386 0.93178 1.13786
H 3.55893 -0.59361 1.14289
Br -5.53529 -0.08528 3.08660
C -3.67122 -0.35222 3.06043
C -2.98467 -0.19736 1.85960
C -1.61600 -0.37441 1.84598
C -0.92298 -0.71042 3.01177
C -1.62319 -0.86801 4.20499
C -2.99523 -0.68950 4.22773
C 0.55427 -0.91795 2.98222
O 1.20454 -1.35681 3.88259
O 1.09479 -0.59923 1.77580
H -3.52347 0.07389 0.96164
H -1.07643 -0.20610 0.90337
H -1.07690 -1.13448 5.10026
H -3.54305 -0.81249 5.15195
S -0.82229 4.49897 -1.47083
C -0.23837 2.87760 -1.38359
C -0.76906 1.76306 -2.05554
C -0.28254 0.51394 -1.78752
N 0.71119 0.26476 -0.88954
C 1.30681 1.36011 -0.34049
C 0.87735 2.63753 -0.55775
C -2.34001 4.36977 -2.41172
C -2.32611 4.12214 -3.77631
C -3.55456 4.03970 -4.42456
N -4.70357 4.22408 -3.79231
C -4.70696 4.50591 -2.49872
C -3.53648 4.58580 -1.74867
H -1.56372 1.86491 -2.77836
H -0.68639 -0.34234 -2.31045
H 2.15856 1.17221 0.29540
H 1.38901 3.45425 -0.06654
H -1.39919 4.01930 -4.32550
H -3.61483 3.82336 -5.48475
H -5.67698 4.66885 -2.04436
H -3.56782 4.81378 -0.69185
C 1.01713 -4.12530 2.22902
N 0.06078 -3.31557 1.43794
C -0.10668 -3.64557 0.06824
N 0.26616 -4.83344 -0.40972
S -1.25564 -2.64949 -0.79217
H 1.19095 -3.63812 3.18436
H 1.97068 -4.18802 1.70623
H 0.62706 -5.12828 2.41038
H -0.83306 -3.24491 1.92154
H 0.92286 -5.41883 0.08987
H 0.13677 -5.03059 -1.39261
```

***

The following is a quantum chemistry calculation of an isolated molecule of C24H22Cl2N2O4, from the Open Molecules 2025 dataset.

Properties
M: 473.356 g/mol
SMILES: Cc1ccc(C(=O)CN(C(=O)c2ccc(Cl)c(Cl)c2)N2C(=O)[C@H]3CCCC[C@H]3C2=O)cc1
calculated total energy: -61461.718 eV
net charge: 0
E_LUMO: 0.064 eV
orbital gap: 9.42 eV

```
54
C24H22Cl2N2O4, DFT ωB97M-V/def2-TZVPD
C -1.41734 -4.08482 -4.48137
C -1.92587 -3.40639 -3.24856
C -2.75318 -2.29042 -3.34282
C -3.24517 -1.67958 -2.20851
C -2.89501 -2.14815 -0.94088
C -3.44708 -1.43267 0.23347
O -4.53224 -0.90817 0.21299
C -2.54488 -1.33766 1.46918
N -1.45596 -0.39836 1.24885
C -1.46154 0.82440 1.86356
O -2.33596 1.15750 2.62535
C -0.27200 1.68402 1.57038
C -0.42889 2.86975 0.86355
C 0.65429 3.70716 0.67239
C 1.89268 3.37695 1.20466
Cl 3.23645 4.42481 0.96383
C 2.04574 2.19762 1.93033
Cl 3.57534 1.78493 2.60758
C 0.96453 1.34686 2.10527
N -0.54699 -0.71051 0.25275
C -0.59149 -0.13562 -1.01401
O -1.31995 0.76715 -1.31507
C 0.42921 -0.85169 -1.86981
C 1.43862 0.13799 -2.45771
C 2.28906 0.75902 -1.35336
C 2.97960 -0.29651 -0.46925
C 2.59840 -1.72661 -0.84291
C 1.07977 -1.88850 -0.94707
C 0.40882 -1.70921 0.39720
O 0.60663 -2.30729 1.41761
C -2.07510 -3.27041 -0.84174
C -1.60847 -3.89256 -1.98442
H -1.21440 -3.36113 -5.26771
H -0.51209 -4.65047 -4.27370
H -2.17011 -4.77927 -4.85509
H -3.01824 -1.90580 -4.31664
H -3.89083 -0.81797 -2.27893
H -3.12851 -0.92970 2.29824
H -2.12651 -2.30928 1.74386
H -1.39461 3.12385 0.45734
H 0.54652 4.62415 0.11559
H 1.08736 0.43662 2.67312
H -0.11777 -1.32892 -2.68930
H 0.89262 0.92309 -2.98248
H 2.06986 -0.37814 -3.18192
H 3.03375 1.41215 -1.80874
H 1.64338 1.38890 -0.73935
H 2.71160 -0.12930 0.57378
H 4.06287 -0.19737 -0.54190
H 3.04930 -2.00276 -1.79698
H 2.97344 -2.41310 -0.08251
H 0.86164 -2.90853 -1.27863
H -1.82120 -3.68642 0.12175
H -0.99189 -4.77593 -1.89472
```

***

The following is a quantum chemistry calculation of a structure of composition C24H22Cl2O3S3Se2Ti in a non-equilibrium geometry, from the Open Molecules 2025 dataset.

Properties
M: 731.331 g/mol
relative energy (zero: lowest compared OMol25 entry of this formula, charge and spin): 28.1 kcal/mol
calculated total energy: -242731.923 eV
net charge: +2
E_LUMO: -7.768 eV
orbital gap: 6.07 eV

```
57
C24H22Cl2O3S3Se2Ti, DFT ωB97M-V/def2-TZVPD
Ti 0.52094 -0.98984 0.26286
C -1.72214 -2.88409 -1.84138
Se 0.14399 -2.99957 -1.33443
C -0.09461 -4.25332 0.14306
C 1.19552 -4.39452 0.91656
Se 1.80506 -2.73117 1.75375
C 0.79169 -2.79109 3.41044
H -2.31497 -2.51445 -1.00967
H -2.01048 -3.89406 -2.12022
H -1.77776 -2.21879 -2.69651
H -0.39116 -5.20135 -0.30458
H -0.91211 -3.87618 0.75609
H 2.03085 -4.71340 0.29646
H 1.08645 -5.11388 1.72687
H 0.89820 -3.80549 3.78389
H -0.24831 -2.52689 3.24481
H 1.27819 -2.09381 4.08611
Cl -6.10784 2.13209 0.73461
C -4.64170 1.23172 0.76447
C -4.39418 0.36048 1.81549
C -3.20738 -0.34571 1.82690
Cl -2.89253 -1.42869 3.13967
C -2.28761 -0.18930 0.80268
O -1.12406 -0.91860 0.83494
C -2.53107 0.67401 -0.25331
C -1.58284 0.97743 -1.40042
O -0.23719 0.35725 -1.24933
C -3.72662 1.39089 -0.25959
H -5.11130 0.23651 2.61489
H -1.37263 2.04560 -1.41850
H -3.94292 2.07931 -1.06612
O 2.00708 -0.23782 -0.29562
C 1.83227 1.18185 -0.51987
C 1.10266 1.64978 0.75625
C 1.06184 1.01809 1.97814
C 0.22011 1.69377 2.91485
C -0.32895 2.81492 2.38465
S 0.12684 3.04270 0.75033
C 3.15153 1.84564 -0.74728
C 4.36182 1.22362 -0.78589
C 5.44098 2.14630 -0.91155
C 5.01348 3.43568 -0.94728
S 3.30911 3.54605 -0.90197
C 0.83426 1.21415 -1.64936
C 0.85008 1.89287 -2.78159
C -0.09428 1.95223 -3.90473
C -1.30785 1.41988 -4.05905
S -2.31486 0.52584 -2.94673
H 1.73084 0.20800 2.26076
H 0.07295 1.37898 3.93755
H -0.97378 3.53295 2.86821
H 4.48544 0.15328 -0.71095
H 6.48191 1.86103 -0.95021
H 5.60343 4.33552 -1.02777
H 1.74916 2.48619 -2.90675
H 0.27061 2.51806 -4.75266
H -1.80615 1.55932 -5.01199
```

***

The following is a quantum chemistry calculation of a structure of composition C24H22Cl4O8S2W, from the Open Molecules 2025 dataset.

Properties
M: 828.218 g/mol
relative energy (zero: lowest compared OMol25 entry of this formula, charge and spin): 68.1 kcal/mol
calculated total energy: -115209.504 eV
net charge: 0
E_LUMO: -1.816 eV
orbital gap: 6.14 eV

```
61
C24H22Cl4O8S2W, DFT ωB97M-V/def2-TZVPD
W 0.66999 -0.16488 -1.11596
C -2.31209 -1.67901 4.16112
C -1.46878 -0.59611 3.52868
C -0.08067 -0.74596 3.47271
C 0.54551 -2.06031 3.87732
C 0.72807 0.30960 3.03827
C 2.23012 0.17897 3.13947
C 0.13484 1.48074 2.55677
C 0.96844 2.62899 2.03805
C -1.25993 1.60876 2.55746
C -1.88722 2.89169 2.06223
C -2.06476 0.57268 3.03938
C -3.57066 0.71814 3.03863
H -1.77662 -2.16162 4.97785
H -2.59586 -2.46239 3.45352
H -3.23038 -1.26844 4.57595
H 1.46943 -2.24339 3.33227
H -0.12564 -2.89015 3.66116
H 0.77816 -2.10150 4.94595
H 2.50669 -0.44474 3.98815
H 2.70244 1.14706 3.29322
H 2.67206 -0.26484 2.24298
H 1.00358 3.45206 2.75856
H 0.55083 3.02653 1.11188
H 1.98704 2.32793 1.81879
H -2.00191 2.89270 0.97200
H -1.27710 3.75704 2.31618
H -2.87230 3.05520 2.49242
H -3.91867 1.22982 2.14077
H -3.92742 1.29730 3.89544
H -4.06624 -0.24904 3.06428
Cl -5.90117 -0.32049 -0.19349
C -4.31215 0.21262 -0.56967
C -4.12005 1.38732 -1.30610
Cl -5.47478 2.30723 -1.82544
C -2.83368 1.81479 -1.63460
Cl -2.54134 3.22713 -2.56384
C -1.75689 1.07024 -1.18975
O -0.45286 1.37164 -1.41391
C -1.94677 -0.06449 -0.40138
O -0.79695 -0.62531 0.03888
C -3.21857 -0.52944 -0.12688
Cl -3.39163 -2.00565 0.73316
O 3.21006 -2.04505 -0.21841
S 3.55191 -1.53016 -1.54716
O 2.33360 -0.70330 -2.12085
O 1.72368 0.57859 -0.02991
C 3.34535 -2.95006 -2.65952
C 4.50889 -3.58809 -3.03463
C 4.47276 -4.73077 -3.83220
C 3.26336 -5.24766 -4.25384
C 2.08248 -4.61649 -3.87931
C 2.12214 -3.46786 -3.10047
S 0.50428 -2.83859 -2.79079
O 0.54468 -1.50375 -3.76237
O 0.42595 -2.26686 -1.38896
O 0.03840 -0.37114 -3.05964
H 5.46148 -3.19219 -2.70207
H 5.39921 -5.21260 -4.11477
H 3.22670 -6.13703 -4.86723
H 1.12773 -5.01924 -4.19683
```

***

The following is a quantum chemistry calculation of a structure of composition C24H22CoN2O2Te in a non-equilibrium geometry, from the Open Molecules 2025 dataset.

Properties
M: 556.985 g/mol
expectation value of S²: 3.765
calculated total energy: -77239.661 eV
spin multiplicity: 4
net charge: 0
E_LUMO (spin up / spin down): 0.346 / -0.014 eV
orbital gap (spin up / spin down): 7.47 / 7.15 eV

```
52
C24H22CoN2O2Te, DFT ωB97M-V/def2-TZVPD
Co -0.15849 -0.80725 -1.88955
C -4.34294 -0.47939 -1.96622
C -2.90858 -0.00783 -1.91158
O -2.01397 -0.89662 -2.17928
C -2.65351 1.31185 -1.58006
C -1.36692 1.91155 -1.53805
C -1.19646 3.32812 -1.07078
N -0.31973 1.23275 -1.92289
N 0.91889 1.81835 -1.94324
C 1.83184 0.94043 -2.27341
O 1.57358 -0.31918 -2.49853
C 3.23115 1.40390 -2.40678
C 3.58944 2.71713 -2.10784
C 4.91121 3.11423 -2.21476
C 5.88484 2.21142 -2.62194
C 5.53044 0.90557 -2.92726
C 4.20920 0.50166 -2.81901
H -4.35666 -1.55773 -2.11282
H -4.86501 -0.00745 -2.79977
H -4.86476 -0.23236 -1.04252
H -3.50253 1.93711 -1.34137
H -2.14022 3.73774 -0.71692
H -0.80634 3.95034 -1.87687
H -0.45645 3.34829 -0.26958
H 2.82094 3.40881 -1.79251
H 5.18949 4.13484 -1.98292
H 6.91840 2.52482 -2.69879
H 6.28616 0.20141 -3.25220
H 3.91482 -0.51236 -3.05115
Te 0.22754 -0.33409 0.68417
C 0.90442 -1.35392 2.45256
C 0.88577 -0.60194 3.62121
C 1.23206 -1.18633 4.83000
C 1.60557 -2.52215 4.86940
C 1.63609 -3.26884 3.70073
C 1.28837 -2.68621 2.48981
C -1.75879 -1.01322 1.06796
C -2.66506 -0.18630 1.71796
C -3.93312 -0.65719 2.02888
C -4.29654 -1.95252 1.69176
C -3.39224 -2.77741 1.03792
C -2.12563 -2.30829 0.72433
H 0.59524 0.44115 3.57928
H 1.20956 -0.59614 5.73699
H 1.87500 -2.97875 5.81306
H 1.93273 -4.30930 3.73445
H 1.31636 -3.27657 1.58234
H -2.37866 0.82388 1.98239
H -4.63675 -0.00981 2.53711
H -5.28378 -2.32076 1.93977
H -3.67355 -3.78796 0.77037
H -1.42246 -2.95751 0.21621
```